The following is a DFT calculation (wB97M-V/def2-TZVPD) of a cluster of 3 separate species, C2H12N2O2 in total at a distorted geometry.

Each line ends with the natural charge from an NBO analysis.
CARTESIAN COORDINATES (ANGSTROEM)
C (-0.72289, -1.78490, -0.08550)  -0.43
N (0.29789, -0.88200, 0.48135)  -0.68
C (0.62159, 0.45093, -0.09568)  -0.04
N (-0.39086, 1.34492, -0.38187)  -0.82
H (-0.67116, -1.80098, -1.18544)  0.17
H (-1.70059, -1.31641, 0.09071)  0.18
H (-0.79498, -2.81892, 0.31949)  0.23
H (1.14747, -1.38439, 0.76028)  0.37
H (1.38261, 0.89093, 0.48354)  0.19
H (1.08665, 0.34122, -1.13863)  0.13
H (-0.74701, 1.63600, 0.49427)  0.36
H (-1.14574, 0.80428, -0.79836)  0.35
H (-0.54909, 2.18916, -2.27145)  0.48
H (-1.35430, 2.63775, -3.53677)  0.46
O (-0.68919, 2.97222, -2.92710)  -0.96
H (0.81381, -0.73464, 2.88571)  0.48
H (2.19383, -1.17517, 3.37883)  0.46
O (1.22198, -1.36997, 3.52660)  -0.94

## Properties
**SMILES string**: CNCN.O.O
**Gap between HOMO and LUMO**: 0.354 Eh
**Largest force on an atom**: 5.2 eV Å⁻¹

---

The following is a DFT calculation (wB97M-V/def2-TZVPD) of a cluster of 3 separate species, C2H12N2O2 in total at a distorted geometry.

Each line ends with the natural charge from an NBO analysis.
CARTESIAN COORDINATES (ANGSTROEM)
C (1.04551, 0.15537, 1.12541)  -0.25
C (0.56498, 1.43506, 0.41080)  -0.22
N (1.09176, 1.65003, -0.96555)  -0.83
N (-0.12552, -0.52806, 1.63611)  -0.86
H (1.73636, 0.51509, 1.85866)  0.17
H (1.48780, -0.42696, 0.33638)  0.19
H (0.93664, 2.33456, 0.90845)  0.18
H (-0.52066, 1.44542, 0.52541)  0.19
H (2.06998, 1.44041, -1.00523)  0.34
H (0.75056, 0.82766, -1.44149)  0.37
H (-0.67760, 0.09393, 2.21380)  0.36
H (0.06253, -1.34677, 2.22457)  0.36
H (-0.85397, -0.31085, -3.22954)  0.48
H (-0.71854, -1.28379, -2.03108)  0.49
O (-0.32351, -0.51587, -2.44746)  -0.96
H (-1.74013, -1.34755, 0.40994)  0.50
H (-2.45916, -2.54357, -0.21508)  0.46
O (-2.32703, -1.59411, -0.31412)  -0.97

## Properties
**SMILES string**: NCCN.O.O
**Gap between HOMO and LUMO**: 0.363 Eh
**Largest force on an atom**: 1.9 eV Å⁻¹

---

The following is a DFT calculation (wB97M-V/def2-TZVPD) of a cluster of 3 separate species, C2H12N2O2 in total at a distorted geometry.

Each line ends with the natural charge from an NBO analysis.
CARTESIAN COORDINATES (ANGSTROEM)
C (1.09741, -0.53002, 0.48870)  -0.22
C (0.19374, 0.65445, 0.90856)  -0.22
N (-1.12241, 0.66635, 0.25750)  -0.87
N (2.38875, -0.41370, 1.17202)  -0.85
H (0.53658, -1.44411, 0.74619)  0.15
H (1.27156, -0.63709, -0.58006)  0.20
H (-0.04247, 0.26857, 1.91181)  0.17
H (0.69862, 1.61143, 0.97686)  0.20
H (-1.90021, 0.60152, 0.87972)  0.37
H (-1.20431, -0.03683, -0.45349)  0.36
H (2.96723, -1.10794, 0.72457)  0.37
H (2.33100, -0.39460, 2.17546)  0.36
H (0.07590, -3.14169, -1.89399)  0.47
H (-1.10560, -2.38717, -1.45646)  0.46
O (-0.27690, -2.26516, -1.89621)  -0.93
H (-1.67376, 2.47411, -0.66628)  0.49
H (-2.23344, 2.85767, -2.06395)  0.46
O (-2.00170, 3.22420, -1.23095)  -0.97

## Properties
**SMILES string**: NCCN.O.O
**Gap between HOMO and LUMO**: 0.357 Eh
**Largest force on an atom**: 2.5 eV Å⁻¹

---

The following is a DFT calculation (wB97M-V/def2-TZVPD) of a cluster of 3 separate species, C2H12N2O2 in total at a distorted geometry.

Each line ends with the natural charge from an NBO analysis.
CARTESIAN COORDINATES (ANGSTROEM)
N (-0.89059, 0.48817, -1.02731)  -0.84
C (-0.49140, -0.90348, -1.15264)  -0.23
C (-0.18903, -1.64152, 0.15397)  -0.24
N (0.95864, -1.01675, 0.85162)  -0.82
H (-1.88219, 0.63229, -0.89058)  0.36
H (-0.40623, 0.95955, -0.28391)  0.34
H (-1.26284, -1.43993, -1.70463)  0.19
H (0.42063, -0.93570, -1.75216)  0.20
H (-0.07124, -2.68809, -0.13149)  0.20
H (-1.04809, -1.65105, 0.84081)  0.16
H (0.57810, -0.38328, 1.55596)  0.33
H (1.21267, -1.70779, 1.57449)  0.36
H (-1.36217, 0.96026, 1.92067)  0.47
H (0.04349, 1.59123, 2.28569)  0.47
O (-0.92134, 1.59137, 2.45802)  -0.94
H (2.19862, 2.70837, -1.72148)  0.47
H (1.21342, 1.61759, -1.16940)  0.47
O (1.89955, 1.81875, -1.80762)  -0.94

## Properties
**SMILES string**: NCCN.O.O
**Gap between HOMO and LUMO**: 0.368 Eh
**Largest force on an atom**: 2.0 eV Å⁻¹

---

The following is a DFT calculation (wB97M-V/def2-TZVPD) of a cluster of 3 separate species, C2H12N2O2 in total at a distorted geometry.

Each line ends with the natural charge from an NBO analysis.
CARTESIAN COORDINATES (ANGSTROEM)
N (-1.39354, -0.56441, 1.88726)  -0.86
C (-1.76001, 0.83146, 1.69310)  -0.24
C (-0.64645, 1.74417, 2.12610)  -0.22
N (0.57528, 1.48486, 1.31030)  -0.84
H (-2.07742, -1.11417, 2.37427)  0.37
H (-1.29162, -1.05894, 1.00943)  0.36
H (-2.66621, 1.16605, 2.17465)  0.20
H (-1.93559, 0.97683, 0.62151)  0.18
H (-0.92443, 2.79177, 2.00589)  0.19
H (-0.41676, 1.61813, 3.19093)  0.17
H (1.35481, 1.88891, 1.81122)  0.35
H (0.74890, 0.48519, 1.39231)  0.35
H (-0.55368, -0.66664, -1.89963)  0.47
H (0.06224, -0.82475, -0.56492)  0.46
O (0.01794, -1.27904, -1.41636)  -0.93
H (4.12630, -2.47308, -5.28433)  0.47
H (3.17510, -2.13700, -6.44090)  0.47
O (3.60514, -2.86935, -5.99083)  -0.94

## Properties
**SMILES string**: NCCN.O.O
**Gap between HOMO and LUMO**: 0.382 Eh
**Largest force on an atom**: 1.1 eV Å⁻¹

---

The following is a DFT calculation (wB97M-V/def2-TZVPD) of a cluster of 3 separate species, C2H12N2O2 in total at a distorted geometry.

Each line ends with the natural charge from an NBO analysis.
CARTESIAN COORDINATES (ANGSTROEM)
N (0.05827, 0.55740, -0.62067)  -0.84
C (-0.30423, -0.13891, 0.70088)  -0.23
C (0.15400, 0.56933, 1.99698)  -0.22
N (-0.61283, 0.08639, 3.14899)  -0.87
H (-0.75124, 0.20633, -1.18031)  0.36
H (-0.22832, 1.52051, -0.41261)  0.35
H (-1.35956, -0.20972, 0.83173)  0.17
H (0.04305, -1.15150, 0.64315)  0.19
H (0.00191, 1.68642, 2.00502)  0.19
H (1.21361, 0.34876, 2.10133)  0.19
H (-0.74128, -0.93445, 3.36818)  0.37
H (-1.48541, 0.52432, 3.35920)  0.36
H (-2.47011, -1.50404, -2.41927)  0.46
H (-1.24375, -2.21551, -2.89556)  0.47
O (-1.93735, -2.28855, -2.27247)  -0.93
H (3.58395, 0.93565, -2.10967)  0.46
H (2.09402, 0.90790, -1.55359)  0.50
O (2.70315, 1.38809, -2.18040)  -0.97

## Properties
**SMILES string**: NCCN.O.O
**Gap between HOMO and LUMO**: 0.358 Eh
**Largest force on an atom**: 2.4 eV Å⁻¹

---

The following is a DFT calculation (wB97M-V/def2-TZVPD) of a structure of composition C2H12N2O3 at a distorted geometry.

Each line ends with the natural charge from an NBO analysis.
CARTESIAN COORDINATES (ANGSTROEM)
C (2.01132, 0.16566, -2.58400)  -0.55
N (1.93253, 0.31137, -1.19091)  0.02
C (0.65208, 0.48084, -0.78975)  -0.17
N (0.21314, -0.83751, -0.42233)  -0.58
H (2.95660, -0.32096, -2.83488)  0.23
H (1.19641, -0.46415, -2.98934)  0.25
H (1.99842, 1.09839, -3.18844)  0.30
H (0.05326, 0.85877, -1.55987)  0.18
H (0.64685, 1.17748, 0.06476)  0.32
H (0.94914, -1.50139, -0.61727)  0.37
H (-2.63806, 0.16710, 3.67417)  0.46
H (-1.25887, -0.19662, 2.75671)  0.49
O (-2.23240, 0.43287, 2.86320)  -1.12
H (-2.13572, 0.14627, -0.23639)  0.45
H (-2.03994, 0.72849, 1.12133)  0.52
O (-1.96286, 0.98067, 0.18474)  -0.97
H (-0.05774, -0.88794, 0.61815)  0.48
H (0.00535, -1.50335, 2.85345)  0.45
O (-0.28952, -0.83599, 2.27668)  -1.15

## Properties
**Gap between HOMO and LUMO**: 0.146 Eh
**Largest force on an atom**: 2.2 eV Å⁻¹

---

The following is a DFT calculation (wB97M-V/def2-TZVPD) of a structure of composition C2H12N3OV at a distorted geometry.

Each line ends with the Löwdin spin population.
CARTESIAN COORDINATES (ANGSTROEM)
C (1.35030, 0.50580, -2.71077)  -0.04
V (0.36437, 0.31394, -1.15770)  1.08
N (-1.38716, 1.50355, -0.54579)  0.00
H (-0.51859, 0.25935, -2.50483)  -0.03
H (-2.25289, 0.96280, -0.44593)  0.00
H (0.37046, 1.78982, -1.63723)  -0.02
H (1.10990, 0.93876, -3.70864)  0.00
H (1.24476, -0.60118, -2.76170)  0.00
H (2.40636, 0.80377, -2.51131)  0.00
H (-1.26808, 1.99932, 0.34409)  0.00
H (-1.61322, 2.22993, -1.23260)  0.00
N (-0.99096, -0.79825, 2.56102)  0.00
C (0.13448, -1.15806, 1.87122)  0.00
N (0.97515, -1.98125, 2.55058)  0.00
O (0.37790, -0.74618, 0.71928)  0.01
H (-1.17077, -1.19177, 3.48664)  0.00
H (-1.69051, -0.24629, 2.10517)  0.00
H (1.81855, -2.28894, 2.09548)  0.00
H (0.73996, -2.29513, 3.48300)  0.00

## Properties
**Multiplicity**: 2
**Net charge**: +1
**Gap between HOMO and LUMO (alpha / beta)**: 0.341 / 0.357 Eh
**Largest force on an atom**: 3.0 eV Å⁻¹

---

The following is a DFT calculation (wB97M-V/def2-TZVPD) of a cluster of 2 separate species, C2H12N4 in total at a distorted geometry.

Each line ends with the Löwdin spin population.
CARTESIAN COORDINATES (ANGSTROEM)
N (1.46677, 0.28092, -1.51315)  0.60
C (2.26442, 0.08512, -0.32975)  0.07
N (2.09154, 0.81847, 0.92374)  0.03
H (0.74492, -0.42282, -1.67513)  0.01
H (1.10988, 1.16438, -1.87632)  0.01
H (2.29269, -0.96139, -0.04591)  0.00
H (3.25940, 0.34967, -0.68463)  0.04
H (1.64936, 0.24756, 1.63819)  0.00
H (3.00672, 0.93360, 1.35143)  0.00
N (-2.61402, 0.68848, 0.34087)  0.14
C (-1.83012, -0.33873, -0.22575)  0.05
N (-1.24319, -1.22495, 0.76489)  0.00
H (-3.35943, 0.40736, 0.97078)  0.01
H (-3.07863, 1.20656, -0.40507)  0.00
H (-2.25582, -1.02409, -1.01514)  0.02
H (-0.99587, 0.13295, -0.82818)  0.01
H (-0.53295, -0.72070, 1.27348)  0.00
H (-1.97568, -1.62239, 1.33567)  0.00

## Properties
**Multiplicity**: 2
**Net charge**: +1
**Gap between HOMO and LUMO (alpha / beta)**: 0.394 / 0.144 Eh
**Largest force on an atom**: 2.7 eV Å⁻¹

---

The following is a DFT calculation (wB97M-V/def2-TZVPD) of a cluster of 3 separate species, C2H12NO2 in total at a distorted geometry.

Each line ends with the Löwdin spin population.
CARTESIAN COORDINATES (ANGSTROEM)
C (-0.17251, -1.19514, 2.11800)  0.05
C (-0.91439, -0.29978, 1.23604)  0.09
N (0.13768, 0.24041, 0.12572)  0.12
H (-0.75373, -1.94901, 2.55141)  0.00
H (0.49178, -1.96544, 1.75010)  0.01
H (0.33311, -0.75671, 2.98516)  0.01
H (-1.62604, -0.93749, 0.60613)  0.04
H (-1.37741, 0.55617, 1.81104)  0.02
H (0.91137, 0.82658, 0.62427)  0.09
H (-0.27794, 0.98739, -0.44090)  0.04
H (0.43372, -0.53478, -0.59347)  0.04
H (2.24555, -1.60612, -1.75026)  0.05
H (1.00760, -1.07821, -2.51112)  0.08
O (1.39327, -1.16565, -1.68087)  0.18
H (-1.02562, 3.56004, -2.16789)  0.02
H (-0.37059, 2.45000, -2.76353)  0.05
O (-0.43586, 2.86774, -1.89984)  0.12

## Properties
**Multiplicity**: 2
**Gap between HOMO and LUMO (alpha / beta)**: 0.137 / 0.449 Eh
**Largest force on an atom**: 3.1 eV Å⁻¹

---

Repeat the fourth record exactly.
The following is a DFT calculation (wB97M-V/def2-TZVPD) of a cluster of 3 separate species, C2H12N2O2 in total at a distorted geometry.

Each line ends with the natural charge from an NBO analysis.
CARTESIAN COORDINATES (ANGSTROEM)
N (-0.89059, 0.48817, -1.02731)  -0.84
C (-0.49140, -0.90348, -1.15264)  -0.23
C (-0.18903, -1.64152, 0.15397)  -0.24
N (0.95864, -1.01675, 0.85162)  -0.82
H (-1.88219, 0.63229, -0.89058)  0.36
H (-0.40623, 0.95955, -0.28391)  0.34
H (-1.26284, -1.43993, -1.70463)  0.19
H (0.42063, -0.93570, -1.75216)  0.20
H (-0.07124, -2.68809, -0.13149)  0.20
H (-1.04809, -1.65105, 0.84081)  0.16
H (0.57810, -0.38328, 1.55596)  0.33
H (1.21267, -1.70779, 1.57449)  0.36
H (-1.36217, 0.96026, 1.92067)  0.47
H (0.04349, 1.59123, 2.28569)  0.47
O (-0.92134, 1.59137, 2.45802)  -0.94
H (2.19862, 2.70837, -1.72148)  0.47
H (1.21342, 1.61759, -1.16940)  0.47
O (1.89955, 1.81875, -1.80762)  -0.94

## Properties
**SMILES string**: NCCN.O.O
**Gap between HOMO and LUMO**: 0.368 Eh
**Largest force on an atom**: 2.0 eV Å⁻¹

---

What is the largest force on an atom in the second record? 1.9 eV Å⁻¹